Entry 1:
The following is a quantum chemistry calculation of a structure of composition C3H2BaO2 in a non-equilibrium geometry, from the OMol25 dataset.

Structure (XYZ):
```
8
Properties=species:S:1:pos:R:3:mulliken_spin:R:1
O -1.055 0.344 -0.450 0.076
O 0.613 -0.430 0.796 0.062
C 0.095 0.432 -1.178 0.025
C 1.120 0.007 -0.406 -0.003
C -0.769 -0.326 0.734 0.353
H 2.103 -0.355 -0.694 0.002
Ba -2.593 -1.130 2.709 0.481
H 0.486 1.459 -1.512 0.003
```

multiplicity = 2
charge = +1
⟨S²⟩ = 0.75

***

Entry 2:
The following is a quantum chemistry calculation of the molecule C6H4N2O2 in a non-equilibrium geometry, from the OMol25 dataset.

Structure (XYZ):
```
14
Properties=species:S:1:pos:R:3:lowdin_charge:R:1
N -0.461 4.152 0.906 0.161
C -0.236 3.049 1.232 -0.180
C 0.036 1.712 1.666 -0.164
C -0.153 1.457 3.053 -0.182
N -0.326 1.357 4.209 0.161
C 0.471 0.757 0.770 -0.251
O 0.592 1.020 -0.572 0.054
C 1.112 -0.159 -1.168 -0.110
C 0.985 -1.235 -0.081 -0.087
O 0.891 -0.471 1.139 0.061
H 2.129 0.005 -1.499 0.131
H 0.454 -0.501 -1.986 0.140
H 1.830 -1.924 -0.001 0.139
H 0.084 -1.811 -0.260 0.128
```

multiplicity = 1
SMILES string = N#CC(C#N)=C1OCCO1

***

Number 1: energy -291.08315 Eh. Number 2: energy -490.97252 Eh.